(1)
{"formula": "C18H30N4OS6Si2TeW", "method": "the ωB97M-V functional and the def2-TZVPD basis", "orbital_gap_ev": [4.2, 4.6], "homo_energy_ev": [-0.046, -0.454], "spin_multiplicity": 3, "lumo_energy_ev": [4.17, 4.16], "total_charge": -2, "symbols": ["W", "N", "C", "S", "N", "N", "C", "C", "C", "C", "C", "C", "N", "H", "H", "H", "H", "H", "H", "H", "S", "S", "S", "S", "Te", "C", "C", "C", "C", "S", "H", "H", "H", "C", "Si", "C", "C", "C", "H", "H", "H", "H", "H", "H", "H", "H", "H", "H", "H", "C", "Si", "C", "C", "O", "H", "H", "H", "H", "H", "H", "H", "H", "H"], "positions_angstrom": [[0.139, -0.932, 0.539], [0.740, -1.428, -3.933], [0.219, -0.880, -2.848], [-0.954, -1.795, -1.889], [0.445, 0.328, -2.344], [0.091, 0.562, -1.099], [-0.322, 1.777, -0.821], [-1.020, 1.927, 0.449], [-1.709, 3.050, 0.961], [-2.786, 2.775, 1.793], [-3.169, 1.504, 2.160], [-2.216, 0.474, 1.960], [-1.142, 0.706, 1.110], [0.467, -2.388, -4.180], [1.392, -0.899, -4.497], [-0.245, 2.671, -1.507], [-1.228, 4.035, 0.878], [-3.405, 3.582, 2.042], [-4.170, 1.290, 2.621], [-2.375, -0.540, 2.356], [2.221, -1.702, 0.085], [-0.522, -3.752, -2.110], [-0.246, -4.456, -0.222], [-0.974, -2.785, 0.948], [1.250, -0.609, 2.898], [0.055, -1.036, 4.744], [-0.122, -2.347, 5.058], [-1.080, -2.591, 6.106], [-1.598, -1.426, 6.608], [-0.890, -0.062, 5.851], [0.542, -3.042, 4.580], [-1.311, -3.579, 6.453], [-2.246, -1.302, 7.465], [5.988, -0.939, 1.423], [5.297, -1.067, -0.352], [6.412, -0.168, -1.670], [4.983, -2.909, -0.804], [3.515, -0.437, -0.343], [6.609, -0.033, 1.557], [6.456, -1.868, 1.766], [5.187, -0.752, 2.177], [6.033, 0.872, -2.040], [6.642, -0.912, -2.468], [7.386, 0.062, -1.231], [5.838, -3.468, -1.146], [4.188, -2.862, -1.626], [4.501, -3.413, -0.007], [3.448, 0.449, 0.374], [3.154, 0.087, -1.208], [-5.722, 1.665, -2.022], [-3.773, 1.622, -2.119], [-3.591, 1.588, -4.022], [-3.682, 3.462, -1.965], [-2.832, 0.709, -1.232], [-6.197, 2.471, -2.599], [-6.081, 1.639, -0.983], [-6.084, 0.712, -2.448], [-3.929, 0.702, -4.547], [-2.543, 1.711, -4.317], [-4.177, 2.373, -4.466], [-4.418, 3.859, -2.714], [-2.653, 3.898, -2.247], [-3.788, 3.817, -0.934]]}

(2)
{"formula": "C9H12BN5S2SbSe5Ti", "method": "the ωB97M-V functional and the def2-TZVPD basis", "orbital_gap_ev": 6.5, "homo_energy_ev": -4.776, "lumo_energy_ev": 1.73, "total_charge": -1, "symbols": ["Ti", "Se", "Sb", "Se", "Se", "Se", "C", "N", "C", "C", "N", "B", "N", "C", "C", "N", "C", "C", "S", "C", "S", "H", "H", "H", "H", "H", "H", "H", "H", "H", "H", "H", "H", "Se", "C", "N"], "positions_angstrom": [[-0.749, -0.070, -0.335], [-1.507, -1.872, -5.132], [-1.756, -1.686, -2.757], [-2.077, 0.818, -2.089], [0.623, -1.450, -1.662], [-3.108, -3.234, -1.525], [1.440, 2.500, -2.191], [1.915, 2.602, -0.828], [3.224, 2.810, -0.457], [3.252, 2.822, 0.893], [1.981, 2.618, 1.360], [1.611, 2.544, 2.872], [0.684, 1.330, 3.227], [-0.066, 1.350, 4.381], [-0.612, 0.131, 4.566], [-0.208, -0.648, 3.508], [-0.490, -2.056, 3.332], [0.581, 0.107, 2.694], [1.228, -0.498, 1.231], [1.174, 2.452, 0.303], [-0.532, 2.257, 0.343], [2.100, 3.075, -2.839], [0.431, 2.895, -2.252], [1.436, 1.467, -2.533], [4.002, 2.955, -1.185], [4.075, 2.967, 1.569], [2.648, 2.400, 3.469], [1.002, 3.536, 3.177], [-0.144, 2.247, 4.970], [-1.262, -0.241, 5.336], [-1.421, -2.297, 3.842], [0.327, -2.656, 3.735], [-0.594, -2.292, 2.278], [-3.862, 0.197, 2.756], [-2.838, -0.408, 1.515], [-2.107, -0.881, 0.709]]}

(3)
{"formula": "C4H8N2O2", "method": "the ωB97M-V functional and the def2-TZVPD basis", "orbital_gap_ev": 10.0, "homo_energy_ev": -9.188, "smiles": "C=N/N=C(\\CO)OC", "lumo_energy_ev": 0.81, "symbols": ["C", "N", "N", "C", "C", "O", "O", "C", "H", "H", "H", "H", "H", "H", "H", "H"], "positions_angstrom": [[-0.193, 0.339, 2.903], [-0.567, 0.284, 1.734], [0.452, 0.191, 0.765], [-0.129, -0.198, -0.358], [-1.614, -0.386, -0.576], [-2.063, -0.179, -1.831], [0.588, -0.177, -1.473], [1.957, 0.113, -1.332], [0.840, 0.563, 3.233], [-0.933, 0.270, 3.676], [-1.755, -1.469, -0.328], [-2.077, 0.252, 0.110], [-1.373, -0.338, -2.565], [2.387, -0.386, -0.454], [2.408, -0.113, -2.307], [2.072, 1.232, -1.197]]}

(4)
{"formula": "C28H28F5N2NaO5PS2", "method": "the ωB97M-V functional and the def2-TZVPD basis", "orbital_gap_ev": 6.5, "homo_energy_ev": -4.515, "lumo_energy_ev": 2.02, "total_charge": -1, "symbols": ["Na", "F", "C", "C", "F", "C", "F", "C", "S", "C", "F", "C", "F", "C", "C", "C", "C", "C", "C", "C", "S", "O", "O", "N", "C", "C", "C", "C", "C", "C", "C", "C", "N", "C", "H", "H", "H", "H", "H", "H", "H", "H", "H", "H", "H", "H", "H", "C", "C", "O", "P", "O", "C", "C", "O", "C", "C", "H", "H", "H", "H", "H", "H", "H", "H", "H", "H", "H", "H", "H", "H", "H"], "positions_angstrom": [[-0.949, 0.381, -0.414], [2.044, 0.743, 5.638], [1.236, 0.248, 4.685], [1.225, 0.792, 3.415], [2.031, 1.824, 3.127], [0.387, 0.265, 2.457], [0.455, 0.837, 1.229], [-0.468, -0.820, 2.665], [-1.449, -1.537, 1.418], [-0.440, -1.315, 3.974], [-1.217, -2.350, 4.318], [0.383, -0.805, 4.961], [0.368, -1.332, 6.195], [-0.704, 3.183, 5.257], [-1.338, 2.907, 3.921], [-2.403, 2.021, 3.806], [-3.017, 1.792, 2.581], [-2.559, 2.457, 1.454], [-1.472, 3.316, 1.540], [-0.866, 3.532, 2.767], [-3.506, 2.369, -0.046], [-4.513, 1.347, 0.142], [-4.012, 3.712, -0.276], [-2.378, 1.933, -1.087], [-2.721, 1.871, -2.418], [-3.895, 2.350, -2.987], [-4.148, 2.261, -4.364], [-3.251, 1.709, -5.235], [-2.035, 1.209, -4.716], [-1.054, 0.631, -5.552], [0.109, 0.159, -5.022], [0.283, 0.253, -3.626], [-0.600, 0.775, -2.816], [-1.763, 1.274, -3.327], [-1.457, 3.217, 6.046], [-0.176, 4.137, 5.251], [0.018, 2.410, 5.528], [-2.768, 1.508, 4.689], [-3.850, 1.110, 2.484], [-1.124, 3.826, 0.651], [-0.025, 4.212, 2.836], [-4.637, 2.817, -2.359], [-5.088, 2.651, -4.737], [-3.445, 1.647, -6.298], [-1.245, 0.575, -6.619], [0.881, -0.285, -5.635], [1.192, -0.127, -3.171], [5.235, -1.153, -1.875], [3.822, -0.646, -1.700], [2.948, -1.771, -1.574], [1.560, -1.498, -0.704], [2.037, -1.684, 0.813], [2.231, -2.917, 1.523], [3.646, -3.427, 1.349], [0.907, -2.956, -0.981], [0.336, -3.221, -2.264], [0.365, -4.714, -2.495], [5.919, -0.324, -2.064], [5.287, -1.843, -2.719], [5.566, -1.681, -0.980], [3.516, -0.039, -2.558], [3.755, -0.010, -0.811], [1.496, -3.643, 1.183], [2.013, -2.683, 2.565], [3.842, -3.677, 0.306], [3.793, -4.323, 1.957], [4.369, -2.674, 1.668], [0.899, -2.699, -3.043], [-0.691, -2.843, -2.274], [1.392, -5.079, -2.493], [-0.093, -4.956, -3.455], [-0.189, -5.227, -1.708]]}

(5)
{"formula": "C23H25F3N2O6S", "method": "the ωB97M-V functional and the def2-TZVPD basis", "orbital_gap_ev": 8.9, "homo_energy_ev": -8.580, "smiles": "COc1ccc(CNC(=O)COC(=O)C2CCN(S(=O)(=O)c3ccccc3C(F)(F)F)CC2)cc1", "lumo_energy_ev": 0.31, "symbols": ["C", "O", "C", "C", "C", "C", "C", "N", "C", "O", "C", "O", "C", "O", "C", "C", "C", "N", "S", "O", "O", "C", "C", "C", "C", "C", "C", "C", "F", "F", "F", "C", "C", "C", "C", "H", "H", "H", "H", "H", "H", "H", "H", "H", "H", "H", "H", "H", "H", "H", "H", "H", "H", "H", "H", "H", "H", "H", "H", "H"], "positions_angstrom": [[3.569, 3.326, 0.508], [2.786, 2.527, -0.349], [1.430, 2.674, -0.299], [0.752, 3.443, 0.638], [-0.628, 3.537, 0.584], [-1.355, 2.889, -0.401], [-2.851, 3.041, -0.486], [-3.545, 1.770, -0.433], [-4.319, 1.337, -1.440], [-4.500, 1.940, -2.475], [-5.005, -0.012, -1.159], [-4.090, -1.106, -1.140], [-3.452, -1.383, -0.003], [-3.572, -0.728, 1.004], [-2.590, -2.617, -0.175], [-2.004, -3.109, 1.152], [-0.940, -2.148, 1.681], [0.077, -1.874, 0.688], [1.298, -2.983, 0.515], [1.523, -3.652, 1.757], [1.125, -3.802, -0.655], [2.719, -1.915, 0.161], [3.509, -2.320, -0.900], [4.661, -1.628, -1.234], [5.035, -0.527, -0.484], [4.253, -0.116, 0.581], [3.086, -0.801, 0.906], [2.245, -0.271, 2.037], [1.818, -1.196, 2.897], [2.920, 0.629, 2.781], [1.155, 0.389, 1.603], [-0.439, -1.369, -0.565], [-1.465, -2.321, -1.179], [-0.670, 2.109, -1.328], [0.702, 1.996, -1.277], [3.423, 3.057, 1.559], [3.348, 4.389, 0.373], [4.603, 3.139, 0.224], [1.281, 3.967, 1.417], [-1.141, 4.139, 1.319], [-3.208, 3.679, 0.329], [-3.130, 3.497, -1.441], [-3.446, 1.207, 0.403], [-5.700, -0.224, -1.973], [-5.535, 0.040, -0.202], [-3.238, -3.390, -0.603], [-2.795, -3.212, 1.895], [-1.543, -4.085, 0.988], [-0.429, -2.580, 2.541], [-1.391, -1.195, 1.967], [3.190, -3.188, -1.456], [5.263, -1.952, -2.068], [5.936, 0.016, -0.723], [4.551, 0.737, 1.168], [0.412, -1.244, -1.238], [-0.874, -0.385, -0.369], [-0.958, -3.254, -1.428], [-1.879, -1.888, -2.090], [-1.224, 1.603, -2.106], [1.241, 1.398, -1.996]]}

(6)
{"formula": "C11H26CeN3OP2", "method": "the ωB97M-V functional and the def2-TZVPD basis", "orbital_gap_ev": [4.7, 5.8], "homo_energy_ev": [-4.516, -5.633], "spin_multiplicity": 2, "lumo_energy_ev": [0.20, 0.20], "symbols": ["C", "C", "C", "C", "C", "Ce", "P", "H", "H", "H", "H", "H", "H", "H", "H", "C", "N", "C", "P", "O", "N", "C", "C", "N", "C", "C", "H", "H", "H", "H", "H", "H", "H", "H", "H", "H", "H", "H", "H", "H", "H", "H", "H", "H"], "positions_angstrom": [[-0.355, -0.693, -4.160], [-0.619, 0.103, -5.276], [-0.401, 1.492, -5.345], [0.149, 2.241, -4.282], [0.470, 1.639, -3.073], [-0.036, -0.085, -2.331], [0.149, -2.312, -1.543], [-0.621, -1.760, -4.272], [-0.992, -0.392, -6.185], [-0.613, 2.004, -6.293], [1.073, 2.227, -2.347], [0.415, 3.290, -4.476], [1.386, -2.678, -0.936], [0.119, -3.362, -2.509], [-0.666, -2.993, -0.582], [-2.564, -0.132, 2.138], [-1.780, -0.290, 0.913], [-2.399, 0.505, -0.159], [-0.008, 0.147, 1.132], [0.357, 0.831, -0.224], [0.317, 1.422, 2.420], [1.736, 1.788, 2.450], [-0.126, 1.046, 3.776], [1.036, -1.346, 1.218], [2.442, -1.092, 0.868], [0.915, -2.068, 2.483], [-3.588, -0.533, 1.984], [-2.676, 0.944, 2.394], [-2.114, -0.709, 2.969], [-2.265, 1.594, 0.018], [-1.963, 0.232, -1.136], [-3.484, 0.279, -0.244], [2.127, 1.963, 1.426], [1.862, 2.733, 3.019], [2.337, 1.015, 2.973], [0.368, 1.671, 4.552], [0.077, -0.012, 4.011], [-1.199, 1.255, 3.912], [2.975, -0.519, 1.644], [2.978, -2.057, 0.751], [2.512, -0.556, -0.102], [1.453, -1.541, 3.298], [-0.155, -2.210, 2.747], [1.369, -3.077, 2.377]]}